# 1
DFT (ωB97M-V/def2-TZVPD) results for a single C5H9N3O molecule at a distorted geometry.

Element x y z (Å)
C1 1.13044 0.08711 -1.24097
N1 1.10854 0.18332 0.20818
C2 2.02190 -0.73132 0.86704
N2 -0.13685 0.13932 0.79949
C3 -1.05238 1.57397 0.40185
C4 -2.21148 1.13889 -0.03594
C5 -2.28359 -0.34529 -0.06238
O1 -3.22638 -1.04710 -0.35196
N3 -1.05630 -0.80451 0.30857
H1 0.81165 -0.89572 -1.61320
H2 0.46759 0.85056 -1.64673
H3 2.14421 0.27911 -1.58243
H4 3.03996 -0.46296 0.59072
H5 1.90018 -0.61630 1.94204
H6 1.85042 -1.78359 0.59752
H7 -0.53050 2.47971 0.59712
H8 -3.05979 1.72691 -0.33690
H9 -0.91762 -1.77212 0.55797

The HOMO energy comes out at -0.3271 Ha. Its energy is -11845.77076 eV. The structure (SMILES) is CN(C)n1ccc(=O)[nH]1. For the max |F|, the calculation gives 4.92 eV/Å. The calculation puts the LUMO energy at 0.87 eV.


# 2
DFT (ωB97M-V/def2-TZVPD) results for 2 unconnected molecules or ions with the total composition C7H16NO4S at a distorted geometry.

Element x y z (Å)
C1 -0.22059 -2.32132 0.52989
C2 -1.29157 -1.23320 1.09783
C3 -2.53412 -1.30262 0.04555
C4 -0.69814 0.26241 0.97249
C5 -1.78356 1.40472 1.38629
C6 0.70132 0.47003 1.73816
O1 1.69279 1.05275 0.83959
O2 2.34355 0.07460 0.15080
C7 2.01262 0.13756 -1.24554
O3 1.87347 -0.90046 -1.94421
N1 1.77574 1.46334 -1.88238
S1 1.28672 1.19535 -3.56367
H1 -0.24147 -2.22415 -0.61122
H2 -0.55061 -3.38426 0.78467
H3 0.84754 -2.10565 0.85646
H4 -1.64570 -1.49014 2.15414
H5 -2.91227 -2.36503 -0.11437
H6 -3.37855 -0.63294 0.41386
H7 -2.11386 -0.92218 -0.95899
H8 -0.52511 0.42345 -0.15873
H9 -2.07833 2.04222 0.47013
H10 -1.29906 2.15500 2.11672
H11 -2.72657 0.92214 1.80114
H12 1.10136 -0.49587 2.21694
H13 0.54836 1.20219 2.61602
H14 0.90946 1.80329 -1.43310
H15 0.20233 2.06327 -3.75192
O4 4.82103 1.34633 -2.34481
H16 3.88323 1.35915 -2.18174

As for the net charge: -1. The HOMO energy comes out at -0.0714 Ha. Its energy is -28027.36738 eV. For the max |F|, the calculation gives 5.13 eV/Å. The calculation puts the LUMO energy at 2.55 eV.


# 3
DFT (ωB97M-V/def2-TZVPD) results for a single C4H10O2 molecule at a distorted geometry.

Element x y z (Å)
C1 -2.24657 0.04472 -0.58255
O1 -1.22984 -0.94373 0.05585
C2 0.03645 -0.62769 -0.50459
C3 0.86218 -0.19752 0.68942
C4 2.04338 0.59391 0.21116
O2 0.07508 0.59025 1.56258
H1 -2.15103 1.16966 -0.58810
H2 -2.14717 -0.35539 -1.58875
H3 -3.16453 -0.26038 -0.09043
H4 0.09912 0.18329 -1.26772
H5 0.42281 -1.53293 -0.98609
H6 1.16204 -1.09934 1.24461
H7 2.58033 0.90915 1.10136
H8 1.74006 1.47907 -0.36552
H9 2.67842 -0.02272 -0.43523
H10 -0.76075 0.06964 1.54402

The HOMO energy comes out at -0.3620 Ha. Its energy is -8403.60422 eV. The structure (SMILES) is COC[C@@H](C)O. For the max |F|, the calculation gives 3.72 eV/Å. The calculation puts the LUMO energy at 1.00 eV.


# 4
DFT (ωB97M-V/def2-TZVPD) results for 2 unconnected molecules or ions with the total composition CH2ClF at a distorted geometry.

Element x y z (Å)
C1 -0.04594 -0.02409 0.14926
F1 -0.86030 0.75279 0.83421
Cl1 1.49443 0.87253 -0.03594
H1 -0.49153 -0.60829 -1.53613
H2 -0.09665 -0.99294 0.58860

The HOMO energy comes out at -0.3728 Ha. Its energy is -16305.94973 eV. For the max |F|, the calculation gives 3.96 eV/Å. The calculation puts the LUMO energy at -0.14 eV.


# 5
DFT (ωB97M-V/def2-TZVPD) results for a single C25H32N2O2 molecule.

Element x y z (Å)
O1 -0.22791 5.39965 3.53557
C1 0.56218 4.52383 3.84000
C2 0.60908 3.20061 3.14190
C3 0.22599 2.02963 3.78887
C4 0.23092 0.82811 3.11579
C5 0.62279 0.76076 1.77563
O2 0.61061 -0.48320 1.23186
C6 0.93388 -0.67409 -0.13803
C7 1.25618 -2.15643 -0.31891
C8 1.53201 -2.45551 -1.80044
N1 0.45917 -2.05826 -2.68898
C9 -0.68554 -2.95398 -2.68972
C10 -0.43718 -4.14323 -3.61969
C11 -1.68923 -5.01562 -3.77308
C12 -2.80561 -4.26406 -4.44085
C13 -2.76392 -4.02167 -5.80871
C14 -3.76845 -3.30315 -6.43065
C15 -4.83279 -2.81455 -5.69163
C16 -4.88621 -3.05202 -4.32937
C17 -3.87881 -3.77150 -3.71015
C18 0.14014 -0.65895 -2.50623
C19 -0.22761 -0.29655 -1.06052
C20 0.99478 1.93327 1.12558
C21 0.97719 3.13810 1.80712
N2 1.45481 4.67347 4.84149
C22 2.56346 3.78027 5.12834
C23 3.37442 4.51634 6.19760
C24 3.06310 5.98705 5.92421
C25 1.58734 5.93650 5.54687
H1 -0.09706 2.06553 4.81926
H2 -0.06882 -0.08566 3.60464
H3 1.82515 -0.08377 -0.39917
H4 2.12423 -2.42326 0.28468
H5 0.40716 -2.74104 0.03815
H6 2.43133 -1.91270 -2.11105
H7 1.72136 -3.52141 -1.93213
H8 -1.54863 -2.40051 -3.06624
H9 -0.93821 -3.32497 -1.68488
H10 -0.13194 -3.75870 -4.59356
H11 0.37744 -4.75631 -3.23071
H12 -1.43298 -5.89290 -4.37170
H13 -2.01059 -5.35936 -2.78748
H14 -1.93682 -4.40373 -6.39030
H15 -3.72260 -3.12424 -7.49519
H16 -5.61816 -2.25329 -6.17613
H17 -5.71466 -2.67590 -3.74658
H18 -3.92787 -3.95497 -2.64578
H19 1.02267 -0.08166 -2.80468
H20 -0.67788 -0.39512 -3.17950
H21 -0.45280 0.76797 -0.98440
H22 -1.11560 -0.85129 -0.75085
H23 1.29506 1.92893 0.08964
H24 1.25333 4.04576 1.29085
H25 2.20984 2.80792 5.47948
H26 3.15764 3.61611 4.22119
H27 4.43629 4.28792 6.13448
H28 3.01799 4.24219 7.19106
H29 3.25209 6.62543 6.78417
H30 3.65459 6.34665 5.08141
H31 1.26206 6.75084 4.89730
H32 0.95160 5.93076 6.44013

The HOMO energy comes out at -0.3084 Ha. Its energy is -33520.15815 eV. The structure (SMILES) is O=C(c1ccc(OC2CCN(CCCc3ccccc3)CC2)cc1)N1CCCC1. For the max |F|, the calculation gives 0.61 eV/Å. The calculation puts the LUMO energy at 0.78 eV.


# 6
DFT (ωB97M-V/def2-TZVPD) results for 2 unconnected molecules or ions with the total composition H2I2P2 at a distorted geometry.

Element x y z (Å)
P1 -0.16452 1.20355 0.30754
P2 1.75868 0.84178 1.24140
I1 3.05745 2.34965 -0.15521
I2 3.43570 -1.99025 -0.10365
H1 0.26912 0.39790 -0.70532
H2 -0.71495 0.35286 1.23990

The HOMO energy (spin up / spin down) comes out at -0.3159 / -0.3518 Ha. Its energy is -34809.86508 eV. For the max |F|, the calculation gives 1.85 eV/Å. The calculation puts the LUMO energy (spin up / spin down) at -2.89 / -2.06 eV.


# 7
DFT (ωB97M-V/def2-TZVPD) results for 11 unconnected molecules or ions with the total composition C27H66O21 at a distorted geometry.

Element x y z (Å)
C1 1.82707 -3.64181 -2.51414
O1 1.68240 -4.43507 -1.27480
C2 0.43577 -4.65343 -0.99053
O2 -0.52997 -4.29203 -1.63944
O3 0.21526 -5.40325 0.08459
C3 1.28018 -6.05131 0.79414
H1 1.17338 -4.03010 -3.35102
H2 2.87055 -3.66543 -2.76502
H3 1.58444 -2.61224 -2.30375
H4 1.35314 -7.06348 0.38684
H5 1.01526 -6.01248 1.87127
H6 2.28435 -5.63986 0.58788
C4 -2.61186 4.83712 1.78560
O4 -2.04089 3.56778 2.15820
C5 -0.76929 3.59944 2.60153
O5 -0.19288 4.64308 2.63944
O6 -0.33209 2.42848 3.00430
C6 0.92169 2.35696 3.69989
H7 -2.77986 5.40826 2.71616
H8 -3.56650 4.51842 1.31837
H9 -2.02369 5.33659 0.99030
H10 1.00958 3.14920 4.45061
H11 1.72837 2.54665 3.03567
H12 0.93030 1.32123 4.04962
C7 0.65911 2.88132 -0.65268
O7 -0.21154 2.36695 -1.70144
C8 -1.37882 3.06051 -1.76050
O8 -1.51561 4.11478 -1.23192
O9 -2.34790 2.47968 -2.42298
C9 -2.04252 1.37715 -3.29596
H13 0.30622 2.67284 0.38755
H14 0.87178 3.95816 -0.72738
H15 1.63797 2.34322 -0.78882
H16 -2.95401 1.25788 -3.95243
H17 -1.85557 0.41577 -2.82039
H18 -1.24271 1.63021 -3.97686
C10 4.53494 2.82671 0.31479
O10 4.10954 4.22775 0.37889
C11 3.93360 4.70089 1.60428
O11 4.47602 4.30618 2.58895
O12 3.04088 5.65268 1.49130
C12 2.53206 6.19385 2.76209
H19 4.60664 2.56325 -0.70316
H20 3.86498 2.11134 0.81001
H21 5.56738 2.63013 0.66661
H22 1.61945 5.66924 2.94803
H23 2.42273 7.29998 2.57023
H24 3.24510 6.06818 3.54021
C13 0.60274 -1.10863 -5.60953
O13 1.68766 -0.97639 -4.63175
C14 2.33713 0.17067 -4.36097
O14 3.27433 0.18385 -3.56202
O15 1.83594 1.20129 -4.96392
C15 2.44916 2.41708 -4.61125
H25 0.81280 -0.46492 -6.47692
H26 -0.21832 -0.65487 -5.16010
H27 0.48108 -2.11976 -5.69632
H28 2.26243 2.61892 -3.55681
H29 1.90187 3.13902 -5.24417
H30 3.54601 2.41095 -4.64570
C16 -1.95147 0.50419 5.74618
C17 -1.80305 -0.28552 4.47303
O16 -2.47499 0.18562 3.35934
H31 -3.00892 0.63410 6.07421
H32 -1.45376 1.48628 5.68597
H33 -1.38413 -0.04922 6.48422
H34 -2.15050 -1.29809 4.58257
H35 -0.70548 -0.38539 4.34102
H36 -2.09451 1.04188 3.12045
C18 -3.36245 0.91757 0.60650
C19 -4.55872 1.85403 0.38366
O17 -4.36361 3.02478 -0.34068
H37 -3.64653 0.13451 1.33534
H38 -2.53043 1.50347 1.03403
H39 -2.99399 0.48099 -0.32240
H40 -4.82546 2.10709 1.44447
H41 -5.36714 1.26487 -0.05813
H42 -3.74116 2.87790 -1.05830
C20 -3.71912 -2.87030 -3.08047
C21 -2.55337 -3.20049 -4.06848
O18 -1.34303 -2.48587 -3.76065
H43 -3.65274 -3.45186 -2.13786
H44 -4.65673 -3.12161 -3.68887
H45 -3.74192 -1.80899 -2.94042
H46 -2.87899 -2.93444 -5.12128
H47 -2.33335 -4.27257 -4.14510
H48 -1.15974 -2.67736 -2.81910
C22 3.90323 -1.48319 -0.18172
C23 4.55185 -1.41708 1.19202
O19 3.45448 -1.38352 2.20275
H49 3.04867 -0.81491 -0.32552
H50 3.62141 -2.53187 -0.38977
H51 4.61552 -1.18717 -0.91763
H52 5.12757 -0.47889 1.27192
H53 5.14797 -2.30692 1.38021
H54 3.38317 -2.31125 2.40029
C24 -2.04611 -4.74855 2.39895
C25 -2.78875 -4.73526 1.07178
O20 -3.86002 -3.84991 1.22933
H55 -1.94404 -3.80665 2.86655
H56 -1.09973 -5.18010 2.12571
H57 -2.62517 -5.35359 3.12751
H58 -3.11409 -5.74555 0.89303
H59 -2.14268 -4.36795 0.24226
H60 -4.18685 -3.67777 0.36524
C26 0.27290 -1.88350 0.51386
C27 0.41694 -0.40130 0.29292
O21 1.34296 0.17862 1.22956
H61 1.23570 -2.43276 0.52205
H62 -0.21221 -2.36066 -0.33796
H63 -0.20090 -2.13758 1.48507
H64 -0.54376 0.10263 0.38947
H65 0.85769 -0.15851 -0.62935
H66 1.92228 -0.54095 1.60758

The HOMO energy comes out at -0.3516 Ha. Its energy is -72063.56747 eV. The structure (SMILES) is COC(=O)OC.COC(=O)OC.COC(=O)OC.COC(=O)OC.COC(=O)OC.CCO.CCO.CCO.CCO.CCO.CCO. For the max |F|, the calculation gives 4.21 eV/Å. The calculation puts the LUMO energy at 0.18 eV.


# 8
DFT (ωB97M-V/def2-TZVPD) results for 2 unconnected molecules or ions with the total composition C3H9NO2 at a distorted geometry.

Element x y z (Å)
C1 -1.21102 1.75466 2.05003
C2 -0.43935 1.19332 0.89437
N1 0.84840 0.94292 1.16194
O1 -0.87975 1.05334 -0.22685
H1 -0.83890 2.74097 2.32007
H2 -1.26608 1.13511 2.91122
H3 -2.23242 1.86427 1.71837
H4 1.50646 0.60028 0.47526
H5 1.23344 0.96484 2.09115
C3 0.34415 -1.79805 -2.23499
O2 1.18752 -2.61388 -1.46211
H6 -0.33597 -2.37260 -2.87297
H7 0.90324 -1.15518 -2.91180
H8 -0.23500 -1.08904 -1.67448
H9 0.64864 -3.13581 -0.86523

The HOMO energy comes out at -0.3632 Ha. Its energy is -8841.98437 eV. The structure (SMILES) is CC(N)=O.CO. For the max |F|, the calculation gives 2.07 eV/Å. The calculation puts the LUMO energy at 0.79 eV.